(1)
{"formula": "C22H26BrN2OP2Ti", "method": "ωB97M-V/def2-TZVPD", "e_lumo_ev": [-3.444, -3.344], "orbital_gap_ha": [0.21418, 0.26600], "spin_multiplicity": 3, "largest_force_ha_per_bohr": 0.0239, "de_lowest_ev": 0.000, "e_homo_ev": [-9.272, -10.583], "charge": 1, "total_energy_ev": -139996.7346, "species": ["Ti", "Br", "C", "C", "C", "C", "O", "C", "C", "N", "C", "C", "C", "C", "C", "C", "C", "C", "N", "C", "C", "H", "H", "H", "H", "H", "H", "H", "H", "H", "H", "C", "P", "C", "C", "C", "P", "C", "C", "H", "H", "H", "H", "H", "H", "H", "H", "H", "H", "H", "H", "H", "H", "H", "H"], "xyz": [[0.0724, 0.0108, 0.0407], [3.8686, -6.4122, -0.0144], [3.1914, -4.6504, 0.0845], [4.0729, -3.5843, 0.3181], [3.6005, -2.2995, 0.3979], [2.2281, -2.0255, 0.2347], [1.7928, -0.7962, 0.3294], [1.3365, -3.1003, -0.0079], [-0.0712, -2.9613, -0.1663], [-0.7652, -1.8609, -0.2680], [-2.1815, -1.9578, -0.4142], [-2.8967, -3.1018, -0.6683], [-4.3036, -3.0877, -0.7357], [-5.0043, -1.9329, -0.5553], [-4.3071, -0.7250, -0.3299], [-4.9632, 0.5168, -0.1750], [-4.2289, 1.6528, 0.0063], [-2.8284, 1.5486, 0.0339], [-2.1838, 0.4107, -0.0937], [-2.8986, -0.7359, -0.2809], [1.8557, -4.4176, -0.0658], [5.1285, -3.7855, 0.4413], [4.2698, -1.4715, 0.5872], [-0.6082, -3.9056, -0.2049], [-2.4025, -4.0488, -0.8293], [-4.8188, -4.0179, -0.9314], [-6.0853, -1.9178, -0.5972], [-6.0446, 0.5503, -0.2092], [-4.6920, 2.6220, 0.1212], [-2.2199, 2.4370, 0.1640], [1.1819, -5.2471, -0.2399], [-0.3994, 2.9064, 2.9151], [0.7091, 1.9674, 1.8146], [2.0548, 1.4293, 2.9152], [1.4785, 3.2943, 0.8007], [2.2247, 2.7362, -0.4106], [1.1124, 1.8131, -1.5514], [2.2891, 1.1631, -2.7764], [0.2141, 3.1311, -2.4345], [-0.8082, 2.2459, 3.6797], [-1.2311, 3.3261, 2.3496], [0.1353, 3.7203, 3.4073], [2.5115, 2.2676, 3.4429], [2.8074, 0.9115, 2.3205], [1.6641, 0.7185, 3.6437], [2.1314, 3.9170, 1.4176], [0.6570, 3.9403, 0.4725], [2.9966, 2.0258, -0.0987], [2.7297, 3.5374, -0.9572], [2.9689, 1.9351, -3.1405], [1.7498, 0.7422, -3.6248], [2.8670, 0.3659, -2.3079], [0.8932, 3.8571, -2.8852], [-0.4505, 3.6525, -1.7451], [-0.4006, 2.6905, -3.2192]], "atomic_forces_ev_per_a": [[-0.38, 1.13, 0.30], [0.00, 0.03, 0.00], [0.02, -0.05, -0.01], [0.03, 0.01, 0.01], [-0.10, -0.11, -0.03], [-0.09, 0.09, 0.02], [0.47, -0.12, -0.03], [0.27, -0.19, 0.01], [-0.11, -0.10, -0.02], [-0.29, -0.52, -0.21], [-0.12, -0.05, -0.05], [0.12, 0.05, -0.01], [-0.03, -0.01, 0.00], [-0.01, 0.00, -0.02], [0.02, 0.03, -0.10], [0.03, 0.01, 0.01], [0.04, 0.00, 0.00], [-0.03, -0.02, 0.00], [0.47, 0.07, -0.01], [-0.09, -0.04, 0.11], [-0.04, 0.03, 0.01], [0.00, 0.00, 0.00], [0.00, 0.02, 0.00], [0.07, -0.04, 0.04], [0.02, 0.00, 0.00], [-0.03, 0.01, 0.00], [-0.01, -0.02, 0.00], [-0.01, 0.00, 0.00], [-0.03, -0.01, 0.00], [0.02, -0.02, -0.01], [-0.02, 0.01, 0.00], [0.02, 0.01, 0.06], [-0.06, -0.09, -0.16], [0.03, 0.01, 0.01], [-0.10, 0.10, 0.04], [0.07, 0.02, -0.09], [-0.24, -0.27, 0.19], [0.03, 0.05, -0.06], [0.07, 0.07, -0.03], [0.00, -0.01, -0.02], [0.00, 0.00, -0.01], [0.01, -0.01, -0.01], [-0.01, 0.01, -0.01], [0.01, 0.00, 0.01], [-0.01, 0.00, -0.01], [0.02, -0.04, 0.01], [0.03, 0.01, -0.01], [-0.01, 0.01, 0.02], [-0.01, -0.01, 0.00], [-0.02, 0.01, 0.01], [-0.02, -0.02, 0.02], [0.01, 0.00, -0.01], [0.01, -0.02, 0.01], [-0.01, 0.01, 0.00], [0.00, -0.03, 0.01]]}

(2)
{"formula": "C22H26BrNO8P2S", "method": "ωB97M-V/def2-TZVPD", "e_lumo_ev": -1.237, "orbital_gap_ha": 0.26800, "spin_multiplicity": 1, "largest_force_ha_per_bohr": 0.0472, "e_homo_ev": -8.529, "smiles": "C#CC1=C(C)C(=O)c2c(C[C@@H](C)O)c(P(=N)(O)O)c([PH2]=S)c(C[C@@H](C)Br)c2C1=O.O=C1OCCO1", "total_energy_ev": -140559.0802, "species": ["C", "C", "C", "C", "C", "C", "O", "C", "C", "C", "C", "C", "O", "C", "P", "N", "O", "O", "C", "P", "S", "C", "C", "C", "C", "Br", "C", "C", "O", "H", "H", "H", "H", "H", "H", "H", "H", "H", "H", "H", "H", "H", "H", "H", "H", "H", "H", "H", "H", "H", "H", "C", "C", "O", "C", "O", "O", "H", "H", "H", "H"], "xyz": [[5.2678, -2.8440, 0.2908], [4.2388, -2.3214, 0.6502], [2.9835, -1.6327, 0.9711], [1.8180, -2.2795, 1.0026], [1.6548, -3.7719, 0.7194], [0.5290, -1.4855, 1.3024], [-0.3583, -1.9404, 1.9726], [0.5194, -0.0587, 0.7068], [-0.6518, 0.5186, 0.1813], [-1.9647, -0.2973, 0.1969], [-2.8430, 0.0192, 1.4527], [-2.3697, 1.2453, 2.2882], [-4.2346, 0.1003, 1.1281], [-0.5805, 1.8458, -0.3509], [-2.0294, 2.7617, -1.0246], [-2.1782, 4.0878, -0.2152], [-3.4457, 1.9682, -0.9093], [-1.7683, 2.9970, -2.6298], [0.6826, 2.5238, -0.3710], [0.8499, 4.2394, -1.0952], [1.3556, 5.5854, 0.2360], [1.8728, 1.9118, 0.1428], [3.2121, 2.6450, 0.0761], [3.7934, 2.8319, -1.3997], [5.3407, 2.5915, -1.3420], [2.9769, 1.6343, -2.7199], [1.7710, 0.6281, 0.6908], [2.9890, -0.1249, 1.2678], [3.8518, 0.3904, 1.9254], [6.2052, -3.3807, 0.3652], [2.1503, -4.3983, 1.4811], [1.9698, -4.0044, -0.3134], [0.5770, -4.0197, 0.7758], [-2.5170, -0.1673, -0.7533], [-1.7296, -1.3761, 0.2378], [-2.7461, -0.8465, 2.1467], [-3.0727, 1.3905, 3.1380], [-1.3777, 1.0827, 2.7512], [-2.3778, 2.1918, 1.7185], [-4.7421, 0.0860, 1.9485], [-1.4545, 4.1145, 0.5050], [-3.8699, 2.0527, -1.7818], [-1.0079, 2.4632, -2.9140], [1.7644, 4.1748, -2.1830], [-0.3678, 4.6755, -1.6665], [4.0139, 2.1135, 0.6174], [3.1719, 3.6503, 0.5427], [3.6771, 3.8977, -1.6578], [5.5645, 1.5275, -1.5482], [5.7432, 2.8245, -0.3352], [5.8868, 3.2320, -2.0553], [-4.6117, -5.1397, -0.7473], [-4.3467, -3.6567, -0.7589], [-3.0676, -3.5621, -0.1321], [-2.4452, -4.7592, -0.2931], [-1.3036, -4.9613, -0.0362], [-3.2969, -5.6929, -0.7876], [-5.1978, -5.4685, -1.6032], [-5.1058, -5.4703, 0.1690], [-4.2754, -3.2505, -1.7705], [-5.0934, -3.0922, -0.2040]], "atomic_forces_ev_per_a": [[-0.04, -0.16, 1.12], [-0.53, 0.67, -0.01], [0.95, 0.40, -0.39], [-1.07, -0.72, -0.24], [-1.01, 0.39, 0.34], [1.25, 0.70, -0.42], [-0.01, -0.05, -0.12], [0.40, 0.03, 0.01], [-0.18, -0.11, -0.08], [0.07, -0.10, -0.07], [0.32, -0.25, 1.39], [-0.54, 0.06, 0.15], [0.20, 0.06, -0.52], [0.96, -0.99, -0.38], [-0.55, 1.54, 1.79], [0.51, -0.80, -0.31], [1.28, 0.35, -1.62], [-0.12, -0.98, 0.79], [-0.40, -0.59, -0.45], [0.05, 1.09, 0.68], [0.12, -0.18, -0.03], [-0.35, 0.61, 0.31], [0.59, -0.38, -0.73], [1.28, 0.61, 1.62], [-0.17, -0.24, -0.11], [0.22, 0.39, 0.05], [-0.45, -0.39, 0.09], [-0.61, -0.61, -0.40], [0.01, 0.02, -0.15], [-0.51, 0.35, -0.54], [0.13, 0.31, -0.55], [0.23, 0.03, 0.60], [0.62, 0.12, -0.02], [0.15, 0.24, 0.71], [-0.03, 0.67, -0.07], [0.24, 0.36, -0.53], [0.31, -0.16, -0.50], [-0.39, 0.02, -0.44], [0.05, -0.44, 0.22], [0.23, 0.03, -0.09], [-0.26, 0.50, -0.09], [-0.22, -0.35, 0.29], [-0.29, 0.09, -0.17], [-0.52, -0.36, 0.27], [0.44, -0.70, -0.12], [-0.87, 0.01, -0.17], [-0.30, -0.54, -0.34], [-0.38, -0.70, -0.47], [-0.02, 0.56, 0.11], [-0.39, -0.02, -0.49], [-0.33, -0.41, 0.11], [-0.42, -0.20, -0.06], [-0.38, 0.39, -0.07], [0.05, -0.37, -0.07], [0.12, -0.03, 0.04], [-0.03, -0.01, -0.04], [0.13, 0.30, 0.09], [0.18, -0.12, -0.02], [0.05, 0.03, 0.01], [0.03, -0.05, 0.01], [0.20, 0.09, 0.10]]}

(3)
{"formula": "C22H26Cl3GeN2O5SSiZn", "method": "ωB97M-V/def2-TZVPD", "e_lumo_ev": [3.793, 3.741], "orbital_gap_ha": [0.21901, 0.22340], "spin_multiplicity": 2, "largest_force_ha_per_bohr": 0.0114, "de_lowest_ev": 2.778, "e_homo_ev": [-2.166, -2.338], "charge": -2, "total_energy_ev": -197673.8305, "species": ["Zn", "O", "C", "C", "C", "C", "C", "C", "N", "H", "H", "H", "H", "H", "H", "H", "O", "S", "O", "O", "O", "N", "C", "C", "C", "C", "C", "C", "C", "C", "C", "C", "C", "C", "C", "H", "H", "H", "H", "H", "H", "H", "H", "H", "H", "Cl", "Ge", "Cl", "Cl", "C", "Si", "C", "C", "H", "H", "H", "H", "H", "H", "H", "H", "H"], "xyz": [[-0.0280, 0.0941, 0.8993], [2.4019, 0.0994, 1.0170], [2.8329, 0.8038, -0.1295], [2.0753, 2.0942, -0.1668], [2.6519, 3.2972, -0.1095], [1.8578, 4.5474, -0.2968], [0.4233, 4.2709, -0.7780], [-0.0789, 2.8949, -0.4519], [0.6723, 1.8930, -0.1652], [2.5089, -0.8654, 0.8471], [2.6094, 0.2223, -1.0309], [3.9096, 1.0116, -0.1007], [3.7315, 3.3466, -0.0340], [2.3810, 5.1982, -1.0024], [0.1931, 4.4863, -1.8227], [-1.7898, 1.7721, -0.4012], [-1.9952, 0.3252, -0.0440], [-1.7318, -0.9093, -0.9422], [-2.3306, -2.0642, -0.3075], [-0.2053, -0.9984, -0.8575], [-2.1713, -0.6319, -2.2920], [-1.4441, 2.7921, -0.4261], [-2.1185, 3.7594, 0.3213], [-3.5294, 3.7841, 0.3987], [-4.3248, 2.8350, -0.2873], [-5.7003, 2.8848, -0.1958], [-6.3376, 3.8636, 0.5640], [-5.5666, 4.7992, 1.2502], [-4.1897, 4.7634, 1.1772], [-1.1627, 4.5572, 1.1223], [-0.1435, 5.2595, 0.2710], [1.2783, 5.4404, 0.8674], [1.4144, 5.0482, 2.3042], [0.3748, 4.6284, 3.0254], [-0.9238, 4.3099, 2.4115], [-3.8549, 2.0454, -0.8587], [-6.2850, 2.1352, -0.7147], [-7.4182, 3.8901, 0.6293], [-6.0474, 5.5618, 1.8526], [-3.5987, 5.4899, 1.7214], [-0.5687, 6.1626, -0.1731], [1.6327, 6.4700, 0.7659], [2.3898, 5.1432, 2.7686], [0.5051, 4.3808, 4.0717], [-1.6121, 3.6927, 2.9775], [1.4320, -5.9256, -0.1796], [0.7605, -3.7075, -0.5354], [2.9265, -2.8384, 0.2137], [1.3441, -3.6659, -2.7506], [-0.9543, -2.3665, 3.2439], [-0.2686, -0.6132, 3.1511], [-1.4848, 0.4847, 4.1226], [1.3357, -0.5979, 4.1638], [-1.1735, -2.6291, 4.2857], [-0.2313, -3.0854, 2.8522], [-1.8602, -2.4701, 2.6445], [-1.6744, 0.0665, 5.1180], [-2.4395, 0.5720, 3.5999], [-1.0831, 1.4936, 4.2529], [1.1362, -0.8617, 5.2090], [1.8232, 0.3780, 4.1354], [2.0410, -1.3257, 3.7575]], "atomic_forces_ev_per_a": [[-0.02, -0.20, -0.23], [0.01, -0.11, -0.07], [0.08, 0.00, -0.05], [-0.08, 0.02, 0.10], [0.05, -0.10, -0.04], [0.05, 0.02, -0.09], [-0.03, 0.00, -0.07], [-0.18, -0.07, -0.04], [0.07, 0.17, 0.05], [0.13, -0.02, -0.02], [0.00, 0.03, -0.02], [-0.04, -0.05, 0.04], [0.01, 0.04, 0.01], [0.01, -0.01, 0.03], [0.02, -0.01, 0.00], [-0.04, -0.09, 0.02], [-0.21, -0.08, -0.01], [0.48, 0.19, 0.27], [-0.16, -0.08, -0.12], [-0.25, 0.14, 0.16], [-0.04, 0.06, -0.09], [0.10, 0.09, 0.14], [-0.03, -0.03, -0.09], [0.06, 0.00, 0.04], [-0.03, 0.01, 0.00], [0.01, -0.02, 0.00], [-0.04, 0.01, 0.00], [0.01, 0.01, 0.01], [-0.03, 0.00, 0.01], [0.03, -0.01, -0.03], [-0.03, 0.04, 0.01], [-0.01, 0.02, 0.04], [-0.01, -0.03, 0.07], [-0.01, 0.00, -0.04], [0.01, 0.02, -0.02], [0.02, -0.01, -0.01], [-0.01, 0.01, 0.00], [0.00, 0.00, 0.00], [-0.01, -0.01, 0.00], [0.01, 0.00, -0.01], [0.00, -0.01, 0.03], [0.02, -0.02, 0.00], [0.01, 0.02, -0.01], [0.03, 0.01, 0.01], [-0.02, 0.00, -0.01], [0.06, -0.29, 0.03], [0.06, 0.09, 0.04], [-0.03, 0.11, 0.05], [0.02, -0.02, -0.09], [0.03, -0.02, 0.14], [-0.02, 0.29, -0.32], [0.01, -0.07, 0.12], [-0.07, -0.10, 0.09], [-0.04, -0.08, -0.01], [0.02, 0.00, -0.01], [-0.02, 0.04, -0.01], [-0.03, 0.03, 0.03], [-0.01, -0.02, -0.03], [0.03, 0.03, 0.00], [0.04, 0.00, 0.02], [-0.01, 0.05, -0.01], [0.03, -0.01, -0.02]]}

(4)
{"formula": "C22H26ClGaRuSi", "method": "ωB97M-V/def2-TZVPD", "e_lumo_ev": [2.576, 2.525], "orbital_gap_ha": [0.16661, 0.24861], "spin_multiplicity": 6, "largest_force_ha_per_bohr": 0.0624, "e_homo_ev": [-1.958, -4.240], "charge": -1, "total_energy_ev": -98589.6352, "species": ["Ru", "Cl", "C", "C", "H", "H", "H", "H", "H", "H", "Ga", "C", "C", "H", "H", "H", "H", "H", "C", "C", "C", "C", "C", "C", "Si", "C", "C", "C", "C", "C", "C", "C", "C", "C", "C", "C", "C", "H", "H", "H", "H", "H", "H", "H", "H", "H", "H", "H", "H", "H", "H", "H"], "xyz": [[0.6307, 0.0621, -5.5012], [0.9490, 1.4585, -3.5171], [-0.7510, -0.2906, -6.8964], [2.1386, -0.9077, -6.3392], [-0.4911, -1.0414, -7.6480], [-1.6253, -0.6229, -6.3230], [-1.0383, 0.6482, -7.3941], [1.9024, -1.5610, -7.1837], [2.5298, -1.5117, -5.5102], [2.9423, -0.2136, -6.6235], [-0.2339, -0.2378, -2.0549], [-1.8222, 0.9793, -2.0462], [-0.2139, -1.6124, -0.5968], [-2.4443, 0.8126, -2.9397], [-2.5514, 1.1203, -1.2299], [-1.3592, 1.9714, -2.1809], [0.6200, -2.3324, -0.5736], [-1.1904, -2.1438, -0.6785], [-0.5510, 4.4696, 2.1452], [0.4637, 4.0327, 1.2797], [0.5933, 2.6757, 0.9252], [-0.3012, 1.6732, 1.3747], [-1.2347, 2.1286, 2.3325], [-1.4027, 3.4943, 2.6832], [-0.0638, -0.2269, 0.8237], [1.6134, -0.5551, 1.6765], [2.6579, -1.0027, 0.8547], [3.9072, -1.3671, 1.3861], [4.1777, -1.2307, 2.7456], [3.1802, -0.6854, 3.5550], [1.9299, -0.3129, 3.0274], [-1.3684, -0.9300, 2.0137], [-1.0130, -1.9651, 2.8881], [-2.0252, -2.7925, 3.4029], [-3.3595, -2.5902, 3.0706], [-3.6943, -1.5458, 2.2237], [-2.7164, -0.6805, 1.7265], [-0.6847, 5.5352, 2.3918], [1.1383, 4.7945, 0.8711], [1.4200, 2.4067, 0.2661], [-1.8962, 1.4259, 2.8435], [-2.2072, 3.8128, 3.3628], [2.4912, -1.0596, -0.2243], [4.6810, -1.7625, 0.7331], [5.1385, -1.5440, 3.1617], [3.3873, -0.5517, 4.6142], [1.2276, 0.1887, 3.6968], [0.0492, -2.1923, 3.0484], [-1.7333, -3.6506, 3.9948], [-4.1139, -3.2739, 3.4306], [-4.7038, -1.4226, 1.8775], [-2.9789, 0.1271, 1.0338]], "atomic_forces_ev_per_a": [[-0.58, 1.37, 2.21], [0.69, 0.92, -0.03], [-2.22, 0.17, -1.28], [2.78, -1.17, -0.73], [0.03, 0.07, 0.11], [-0.24, -0.16, -0.27], [-0.05, -0.23, -0.08], [-0.02, 0.09, 0.07], [0.21, -0.26, -0.09], [0.02, -0.17, -0.09], [-0.29, -0.77, -1.46], [-0.64, 0.89, 0.22], [-0.05, 1.14, 0.49], [0.35, -0.09, 0.04], [0.35, -0.42, 0.09], [-0.22, -0.26, -0.06], [-0.24, 0.66, 0.09], [0.44, 0.70, 0.55], [-0.14, -0.72, -0.16], [-0.10, 0.03, 0.17], [-0.24, 0.37, -0.10], [0.45, 0.95, -0.76], [-0.60, 0.25, 0.09], [0.55, -0.20, -0.31], [-0.41, -1.16, 2.96], [0.65, 0.47, -0.49], [0.37, -0.30, 0.38], [-0.05, 0.13, -0.17], [-0.55, -0.03, -0.27], [-0.30, 0.16, -0.11], [0.50, -0.24, 0.09], [0.39, -0.08, -0.28], [-0.85, -0.32, -0.30], [0.70, 0.20, -0.05], [0.42, 0.01, -0.08], [0.23, 0.58, -0.25], [0.01, -0.72, 0.17], [0.14, -0.63, -0.18], [-0.10, -0.52, 0.06], [-0.24, 0.05, -0.01], [0.15, 0.13, -0.37], [0.43, -0.42, -0.25], [0.12, -0.23, 0.29], [-0.12, 0.11, -0.03], [-0.32, 0.14, -0.13], [-0.13, 0.11, -0.11], [-0.04, -0.31, -0.23], [-0.57, 0.04, 0.09], [-0.11, 0.00, 0.20], [-0.09, -0.04, 0.02], [-0.43, 0.07, 0.11], [-0.02, -0.34, 0.22]]}